Computed, not measured: a molecular structure, C21H40Cl3CoN4O3SSi at a distorted geometry, with ωB97M-V/def2-TZVPD.

Output
multiplicity = 5
highest occupied orbital energy (spin up / spin down) = -4.31 / -7.50 eV
LUMO level (spin up / spin down) = 0.166 / -0.291 eV
molecular weight = 622.02 g/mol
energy relative to the best compared isomer or geometry (same formula, charge and spin) = 99.5 kcal per mole

Geometry as XYZ:
```
74
Properties=species:S:1:pos:R:3:forces:R:3
H 2.66345 -4.11765 1.90266 -0.1 -0.2 0.1
H -3.99753 -7.66766 0.73199 0.0 -0.2 0.1
C -3.59800 -6.53501 -1.51769 -1.0 0.4 -0.6
H -4.24064 -4.23591 -2.55037 -0.5 -0.3 -0.6
H 1.95737 -5.75305 2.13792 0.2 0.1 0.0
O -0.23529 -4.21753 1.25293 1.3 0.6 1.5
H 0.33150 4.14321 -1.02894 -0.2 -0.7 0.5
H 0.95677 -6.81334 -2.80347 -0.4 -0.2 -0.1
N 1.01361 -4.20073 3.19816 -0.2 0.0 -0.9
C -0.40070 2.30380 -0.56655 -0.5 -0.7 -1.0
H 0.77645 3.59363 0.56264 -0.2 -0.2 0.0
C -0.02076 -3.82070 2.42822 -0.5 -0.2 0.2
Cl -2.18287 0.44375 -2.23970 -2.8 -4.0 0.0
H 0.25030 -3.50883 5.02203 0.2 -0.1 0.0
H -2.49240 -8.60239 -3.17027 0.1 0.1 0.4
H -0.68754 -3.11652 2.96449 -0.2 -0.6 -0.6
C -2.26311 -10.15103 -1.69032 -0.2 0.4 0.1
H -0.03306 -2.51908 -4.36504 -0.1 0.1 0.0
Si -0.76954 -5.75648 -1.48099 -1.2 -3.2 -1.3
N 0.58520 -0.68338 -3.54432 -0.1 0.4 0.7
H -0.11667 -8.10885 -2.20231 -0.1 0.4 -0.3
C -3.20237 -7.96779 -1.21750 -0.3 0.4 0.3
C -2.63426 -8.86980 -2.12413 0.2 -0.3 0.2
H -4.31695 -6.16347 -0.76355 0.3 -0.5 0.0
H 0.05556 1.51250 1.25560 -0.4 -0.3 -0.5
C 2.20186 -4.80054 2.62158 -0.1 -0.5 0.0
N 0.27604 3.42460 -0.30170 0.5 1.1 0.0
H 0.47757 -3.61161 -1.62318 -0.1 0.2 -0.3
H 1.45816 0.14713 -5.25131 0.0 0.1 0.0
C -0.51448 -6.57624 0.22309 0.5 0.4 0.2
C -4.74918 -4.95880 -3.21580 0.3 0.4 0.0
H -5.47144 -8.19964 -5.43237 0.0 0.1 -0.1
Cl -2.88306 -2.66074 -1.60256 0.2 -0.5 1.0
H -3.46716 -9.96163 1.51447 0.3 -0.1 -0.3
H -1.20281 -6.20970 1.00141 0.3 -0.2 -0.2
S -1.12739 2.21681 -2.15604 3.1 4.4 1.4
H 2.88631 -4.97834 3.45388 0.1 0.0 -0.3
H 0.51044 -6.37092 0.55043 -0.2 -0.2 0.2
C -4.80216 -7.40992 -3.57380 0.3 0.6 0.9
H -2.19233 -11.50956 -0.01463 -0.2 0.2 -0.1
O -2.51037 -5.57685 -1.40015 1.5 -0.2 -0.2
C -5.48151 -7.25228 -4.89052 -0.3 0.0 -0.3
C 0.78261 -4.37645 4.62183 -0.2 0.1 0.3
C -0.09872 -7.09609 -2.63503 0.0 -0.2 0.1
H 1.74649 -4.50728 5.11498 -0.2 0.3 0.1
C 0.83888 -0.63063 -2.21036 -0.1 -0.4 0.9
H -0.65520 -7.66090 0.18617 -0.1 0.1 -0.5
H -1.26323 -1.66996 -3.37289 0.2 0.0 -0.1
H 0.58583 -4.56552 -3.12962 -0.2 -0.2 0.6
C 0.94397 0.46964 -4.34050 0.2 -0.1 -0.3
Cl -1.77319 -1.81618 1.31533 -0.5 -0.2 0.0
H -0.87915 0.44565 0.23294 0.0 0.1 -0.1
Co -1.87720 -4.00426 0.10397 -1.0 3.1 -0.6
H 0.18085 -5.27400 4.84327 0.2 0.2 -0.2
H -6.53438 -6.96272 -4.79984 0.1 0.1 0.1
H 1.62129 1.11349 -3.77348 -0.2 0.0 -0.1
H -0.63603 -7.09547 -3.59895 0.3 0.0 0.2
H -4.98566 -6.49271 -5.50582 -0.1 -0.1 0.1
N -0.44862 1.35764 0.38212 0.2 0.5 -0.2
O 0.46200 -1.40448 -1.32959 0.4 0.6 -1.2
H -4.74568 -8.43477 -3.19622 0.3 0.4 -0.1
H -1.80154 -10.85404 -2.39592 -0.2 0.3 0.4
H -5.84676 -4.83253 -3.15628 0.4 0.0 0.0
H 1.48605 0.23490 -1.93191 -0.2 -0.3 -0.3
C -2.51659 -10.52763 -0.36688 0.0 -0.1 0.1
H 0.04044 1.02375 -4.61512 0.2 0.1 0.0
C -3.50501 -8.37990 0.07614 0.2 -0.4 -0.1
C -3.18141 -9.65871 0.50648 0.1 -0.1 -0.1
C -4.36461 -6.35540 -2.84242 0.1 -1.3 -0.3
H -0.85691 -1.09837 -5.00457 0.1 0.1 0.2
C -0.08380 -4.26057 -2.30481 0.4 0.8 0.3
H -4.45548 -4.75296 -4.25719 -0.1 0.1 0.3
C -0.45183 -1.54467 -4.09120 0.1 -0.4 -0.2
H -0.85710 -3.63786 -2.76013 0.0 -0.3 0.5
```
Positions in Å, forces in eV/Å.

These are the Mulliken partial charges, in e, on atoms 1 to 4:
1. H 0.27
2. H 0.38
3. C -0.35
4. H -0.20